Record 1
This record from the Open Molecules 2025 dataset describes a gas-phase ion, C9H16NO (charge +1) at a distorted geometry. The level of theory is wB97M-V/def2-TZVPD.

CARTESIAN COORDINATES (ANGSTROEM)
C -0.1145 -2.0937 -1.5828
C 0.9923 -2.5409 -0.9051
C -0.7413 -2.1199 0.7071
C -1.0469 -1.5329 -0.6647
C 0.8365 -2.3130 0.5347
C -0.6611 3.1549 -0.0945
C 1.3546 0.7770 -0.7385
C -1.1183 1.8377 0.6144
C -0.0680 0.9301 1.1915
N 0.5839 0.0415 0.2623
O 1.3737 -0.9986 0.7622
H -0.1558 -2.0157 -2.7226
H 1.8565 -3.0175 -1.3685
H -0.9602 -1.4819 1.4975
H -1.4926 -2.9326 0.8546
H -1.9726 -0.9706 -0.9178
H 1.2717 -2.9321 1.3557
H 0.1196 3.6262 0.4335
H -0.2291 3.1631 -1.0534
H -1.5230 3.7672 -0.0600
H 1.8958 0.0932 -1.2716
H 0.5714 1.2602 -1.4123
H 2.2140 1.3024 -0.2714
H -1.5872 1.0996 -0.1637
H -1.8559 2.0994 1.3183
H 0.8461 1.4746 1.6783
H -0.3896 0.3224 2.0167

net charge: +1
frontier orbital gap (alpha / beta): 7.98 / 7.97 eV
relative energy (zero: lowest compared OMol25 entry of this formula, charge and spin): 520.1 kJ/mol

Atomic partial charges in e from the Mulliken method, atoms 1 to 6: -0.353 -0.608 -0.674 -0.010 0.146 -1.262


Record 2
This record from the Open Molecules 2025 dataset describes 2 unconnected molecules or ions with the total composition C9H16NO at a distorted geometry. The level of theory is wB97M-V/def2-TZVPD.

CARTESIAN COORDINATES (ANGSTROEM)
C -1.4195 1.7925 -1.5115
C -1.7100 1.8777 0.0121
N -2.0440 0.5156 -2.0095
H -1.9420 2.6611 -1.8960
H -0.3455 1.7630 -1.6497
H -1.2915 0.9834 0.4535
H -2.7954 1.8593 0.1031
H -2.2311 0.5439 -3.0102
H -1.4588 -0.2920 -1.7876
H -2.9316 0.3567 -1.5272
H -1.3024 2.7831 0.4440
C 0.3016 -3.0958 0.0249
C 1.5238 -0.8830 -0.5068
C 0.8120 -1.7505 0.3638
C 2.0474 0.3094 -0.1379
C 0.8520 -1.3971 1.7666
C 1.8669 0.6810 1.2439
C 1.2199 -0.1475 2.1818
O 2.4696 1.8051 1.6061
H 1.7472 -1.1857 -1.5207
H 2.7333 0.9611 -0.6642
H -0.7728 -3.2101 -0.1724
H 0.2127 -3.6220 0.9560
H 0.4243 -2.0361 2.5289
H 1.2856 0.1119 3.2274
H 1.7891 2.3672 2.0236
H 0.9592 -3.7524 -0.5419

2S+1: 2
<S²>: 0.767
net charge: +2
frontier orbital gap (alpha / beta): 10.17 / 7.29 eV
relative energy (zero: lowest compared OMol25 entry of this formula, charge and spin): 74.2 kJ/mol

Atomic partial charges in e from the Mulliken method, atoms 1 to 6: -0.324 -1.145 -0.225 0.353 0.288 0.298


Record 3
This record from the Open Molecules 2025 dataset describes C9H16O2S3 in the gas phase at a distorted geometry. The level of theory is wB97M-V/def2-TZVPD.

CARTESIAN COORDINATES (ANGSTROEM)
C 2.7030 -3.9067 0.1992
C 2.7325 -2.3932 0.2416
C 2.0971 -1.7715 1.4832
C -0.3136 -1.4095 0.1707
C 0.1172 0.0044 -0.1065
C -0.5793 1.0682 0.3240
C -2.0392 3.7178 -1.8349
C -2.5521 2.3934 -2.2946
C -3.7678 2.2060 -2.7989
H 3.3684 -5.2400 -1.0411
H 1.6700 -4.2741 0.1261
H 3.1158 -4.3231 1.1248
H 3.7749 -2.0752 0.2115
H 2.2604 -1.9990 -0.6743
H 2.2205 -0.7054 1.5160
H 2.5909 -2.1360 2.3770
H -1.4139 -1.4793 0.2998
H 0.0234 -2.0622 -0.6018
H 1.0401 0.1680 -0.6078
H -1.5180 0.9557 0.8402
H -1.1301 3.9945 -2.3593
H -2.7820 4.4951 -2.0187
H -1.8733 1.5530 -2.1965
H -4.0887 1.2131 -3.1101
H -4.4574 3.0327 -2.9283
O 3.4737 -4.3024 -0.9182
O 0.0721 -3.5257 1.7503
S 0.3305 -2.0353 1.7661
S 0.0169 2.7214 0.1573
S -1.6945 3.8172 -0.0432

frontier orbital gap: 9.28 eV
relative energy (zero: lowest compared OMol25 entry of this formula, charge and spin): 0.0 kJ/mol

Atomic partial charges in e from the Mulliken method, atoms 1 to 6: -0.487 -0.456 -0.792 -0.930 -0.199 -0.443


Record 4
This record from the Open Molecules 2025 dataset describes C9H16O3 in the gas phase at a distorted geometry. The level of theory is wB97M-V/def2-TZVPD.

CARTESIAN COORDINATES (ANGSTROEM)
O -1.5073 2.3153 -0.4308
O 0.3801 2.3095 0.8845
O -0.6982 -0.3925 1.9686
C -0.8307 1.8751 0.4952
C 0.8350 3.3960 0.0084
C 2.4215 -1.3496 0.5077
C -0.5727 -0.7547 -1.8057
C -2.2112 -1.8542 0.6336
C -1.2903 0.5936 1.1546
C 1.4968 -0.5854 -0.3552
C 0.0881 -1.2186 -0.4626
C -0.9692 -0.8591 0.6524
H 1.3598 3.0967 -0.9375
H 0.0508 4.1060 -0.1891
H 1.6622 3.9752 0.4999
H 2.7607 -2.3377 0.1357
H 2.0072 -1.4605 1.6123
H 3.4048 -0.8003 0.7884
H -1.6682 -0.6242 -1.7238
H -0.5125 -1.5253 -2.5165
H -0.1135 0.1166 -2.2074
H -2.1332 -2.1564 1.6730
H -3.1673 -1.4140 0.4971
H -2.0440 -2.7261 -0.0316
H -2.3794 0.7609 1.2260
H 1.4627 0.5739 -0.2429
H 2.0082 -0.7250 -1.2781
H 0.1596 -2.3353 -0.5561

frontier orbital gap: 10.97 eV
relative energy (zero: lowest compared OMol25 entry of this formula, charge and spin): 242.4 kJ/mol
SMILES string: CC[C@H](C)[C@@]1(C)O[C@H]1C(=O)OC

Atomic partial charges in e from the Mulliken method, atoms 1 to 6: -0.599 -0.294 -0.584 0.528 -0.731 -1.374


Record 5
This record from the Open Molecules 2025 dataset describes C9H16O3 in the gas phase at a distorted geometry. The level of theory is wB97M-V/def2-TZVPD.

CARTESIAN COORDINATES (ANGSTROEM)
O -0.2761 0.3661 -0.9694
O -0.4021 0.9789 1.2838
O -0.6661 -1.2251 0.7313
C -0.3352 -0.5816 -1.9429
C 0.9365 1.0111 1.3425
C 0.1493 -0.2907 -3.1808
C 1.5426 1.7044 2.3318
C -1.2017 -1.5879 2.0098
C 0.1552 -1.2792 -4.3657
C 3.0366 1.7959 2.5278
C -2.4342 0.3158 0.1231
C -0.9202 0.0908 0.2684
H -0.7212 -1.5897 -1.7386
H 1.5349 0.4185 0.6450
H 0.4937 0.7297 -3.3563
H 0.8529 2.1417 3.0026
H -0.5601 -2.4356 2.3791
H -1.1613 -0.8073 2.7897
H -2.2671 -1.9245 1.9574
H 0.0682 -2.3210 -3.9803
H 1.0835 -1.1788 -4.9260
H -0.7152 -1.0427 -5.0071
H 3.5690 1.1939 1.8187
H 3.2598 1.4742 3.5584
H 3.3561 2.8476 2.4194
H -2.5565 1.3002 -0.3242
H -2.9134 0.3081 1.1135
H -2.9080 -0.4130 -0.5110

frontier orbital gap: 9.24 eV
relative energy (zero: lowest compared OMol25 entry of this formula, charge and spin): 197.9 kJ/mol
SMILES string: C/C=C/OC(C)(OC)O/C=C/C

Atomic partial charges in e from the Mulliken method, atoms 1 to 6: -0.455 -0.472 -0.409 -0.090 -0.113 -0.181


Record 6
This record from the Open Molecules 2025 dataset describes a molecular structure, C9H16OPW at a distorted geometry. The level of theory is wB97M-V/def2-TZVPD.

CARTESIAN COORDINATES (ANGSTROEM)
C 0.6055 0.8848 -3.1992
C -0.5253 -0.0082 -3.2888
C -0.2592 -1.3060 -2.9645
C 1.0743 -1.4518 -2.7264
C 1.7946 -0.2272 -2.8002
W 1.3599 1.3104 -1.2071
P -0.1503 3.0895 -1.3523
H 0.8875 1.6283 -3.9502
H -1.4874 0.5072 -3.4754
H -1.0619 -1.9952 -2.5268
H 2.8236 -0.0653 -3.1984
H 1.6320 -2.3009 -2.2953
H -1.3353 3.1916 -0.4167
H -0.7794 3.5383 -2.6475
H 0.6168 4.3149 -0.9634
C -0.3598 -0.5421 3.9085
C -0.5723 -1.8961 3.1829
C -0.4034 -1.5750 1.6818
O -0.2800 -0.1480 1.4934
C -0.2869 0.5086 2.7810
H -1.1809 -0.3207 4.5955
H 0.5878 -0.5541 4.4602
H -1.5855 -2.2717 3.3712
H 0.1608 -2.6407 3.5057
H 0.5087 -2.0567 1.2796
H -1.2596 -1.9295 1.0825
H -1.1534 1.1939 2.8174
H 0.6290 1.1218 2.8524

2S+1: 3
<S²>: 2.382
net charge: +1
frontier orbital gap (alpha / beta): 6.50 / 6.76 eV

Atomic partial charges in e from the Mulliken method, atoms 1 to 6: -0.714 -0.071 -0.459 -0.166 -0.751 0.752


Record 7
This record from the Open Molecules 2025 dataset describes a molecular structure, C9H17AsF6N3O4S3Ta at a distorted geometry. The level of theory is wB97M-V/def2-TZVPD.

CARTESIAN COORDINATES (ANGSTROEM)
Ta 0.1546 0.2154 -0.0803
F 4.2483 -1.3960 2.6092
C 4.2266 -1.8346 1.4397
F 4.9623 -1.2789 0.5922
F 3.9044 -3.0247 1.2503
S 2.2108 -0.7909 0.7258
O 0.9464 -0.7966 1.6142
O 1.5604 -1.2785 -0.6000
N 2.3648 0.8398 0.4693
S 2.1016 2.0527 -0.6086
O 0.5226 2.0516 -0.6372
O 2.7057 3.2842 -0.3607
C 2.4098 1.2255 -2.3392
F 1.2033 0.6009 -2.5754
F 3.3197 0.3129 -2.1727
F 2.6821 2.0884 -3.2331
C -1.6664 -2.6754 -1.9969
As -1.7669 -0.7722 -1.5770
C -1.8835 -0.0243 -3.3773
C -3.6372 -0.7182 -1.0440
H -2.4227 -2.8147 -2.7689
H -1.9255 -3.2534 -1.1119
H -0.6879 -2.9683 -2.3697
H -2.8211 -0.4243 -3.7623
H -1.0501 -0.3707 -3.9845
H -1.9216 1.0630 -3.3649
H -4.1626 -1.2105 -1.8614
H -3.9773 0.3094 -0.9361
H -3.7745 -1.2753 -0.1194
S -1.7219 0.8351 1.1613
C -1.9639 1.6171 2.7863
N -1.4404 1.0930 3.8619
C -1.6874 1.7504 5.1796
C -3.1175 2.2652 5.2005
C -3.3496 3.2178 4.0438
N -2.7436 2.6611 2.7866
H -1.0248 0.1735 3.8406
H -0.9661 2.5608 5.2941
H -1.5021 1.0121 5.9552
H -3.3034 2.7855 6.1393
H -3.8127 1.4254 5.1515
H -2.9074 4.1996 4.2129
H -4.4109 3.3583 3.8444
H -3.0226 3.0915 1.9141

net charge: +4
frontier orbital gap: 6.18 eV
relative energy (zero: lowest compared OMol25 entry of this formula, charge and spin): 534.7 kJ/mol

Atomic partial charges in e from the Mulliken method, atoms 1 to 6: 1.240 0.002 0.892 -0.006 0.006 0.843


Record 8
This record from the Open Molecules 2025 dataset describes a molecular structure, C9H17BI2NO3 at a distorted geometry. The level of theory is wB97M-V/def2-TZVPD.

CARTESIAN COORDINATES (ANGSTROEM)
C 1.4520 -3.7051 -1.5719
C 1.3667 -2.2735 -0.9233
I 2.9565 -0.8254 -1.2629
C 0.2457 -1.9639 -0.1617
I 0.0820 0.0414 0.7167
C -0.9909 -2.9042 0.1291
O -0.8321 -4.2819 0.4241
B -1.6265 -4.9156 -0.6808
O -2.7749 -3.9853 -0.9447
C -2.2229 -2.6709 -0.8974
N -1.9097 -2.3141 -2.3086
H 2.5173 -3.9100 -1.9028
H 0.7299 -3.8561 -2.4253
H 1.2390 -4.4728 -0.7817
H -1.4124 -2.5120 1.1098
H -1.0202 -4.8866 -1.7248
H -1.9274 -6.0693 -0.5023
H -2.8546 -1.8187 -0.5152
H -1.9081 -1.2895 -2.3903
H -0.9736 -2.6570 -2.5370
C 1.6118 5.2762 1.7746
C 0.5272 5.4408 0.7298
C -0.0231 4.0307 0.6243
O 0.1415 3.4251 1.9135
C 0.9930 4.2557 2.7114
H 1.8831 6.2059 2.2773
H 2.5129 4.8615 1.3123
H -0.2478 6.1181 1.1028
H 0.8892 5.8291 -0.2231
H 0.5423 3.4362 -0.1010
H -1.0778 4.0113 0.3426
H 0.3716 4.7411 3.4724
H 1.7403 3.6387 3.2142

net charge: -1
frontier orbital gap: 6.36 eV

Atomic partial charges in e from the Mulliken method, atoms 1 to 6: -0.885 0.036 -0.048 -0.281 0.060 0.035